ORCA calculation (ωB97M-V with the def2-TZVPD basis set) on C6H8 as an isolated structure in a non-equilibrium geometry.

Last column: natural (NBO) charge in e.
CARTESIAN COORDINATES (ANGSTROEM)
C: -0.851144 -0.218962 -1.012531  -0.43
C: -0.780773 0.979423 -0.059133  -0.20
C: -0.778522 -0.032416 1.092191  -0.43
C: -0.038141 -0.968978 0.087983  -0.26
C: 1.342057 -0.351701 -0.015167  -0.21
C: 1.268463 0.955793 -0.128649  -0.27
H: -0.425948 -0.120651 -2.011245  0.22
H: -1.879537 -0.604477 -1.077693  0.22
H: -0.004656 1.789862 -0.157745  0.28
H: -1.798136 -0.393526 1.293528  0.22
H: -0.287384 0.237002 2.027172  0.22
H: -0.072249 -2.059212 0.185790  0.20
H: 2.258321 -0.929812 0.002695  0.22
H: 2.047652 1.717656 -0.227202  0.23

Cartesian forces (eV/Å) of the 2 atoms listed first:
C 0.10 0.05 -0.25
C 0.97 -0.14 -0.02

electronic energy	-233.2163	hartree
energy relative to the best compared isomer or geometry (same formula, charge and spin)	448.2	kJ/mol
HOMO energy	-8.080	eV
LUMO	1.2	eV
Kohn-Sham gap	0.3399	Ha